Record 1
Molecular formula: C23H24N2OPd
Method: DFT, ωB97M-V/def2-TZVPD

Element x y z (Å)
Pd -0.410 -0.127 -0.970
O 2.417 0.207 -1.249
C 2.547 1.390 -0.507
C 1.466 2.407 -0.791
C 1.794 3.750 -0.623
C 0.844 4.729 -0.826
C -0.425 4.340 -1.219
C -0.673 2.989 -1.363
N 0.230 2.028 -1.146
H 2.239 -0.517 -0.638
H 3.512 1.848 -0.741
H 2.518 1.196 0.568
H 2.805 4.010 -0.337
H 1.090 5.774 -0.693
H -1.210 5.057 -1.408
H -1.653 2.659 -1.664
C -3.196 0.412 -1.901
N -2.065 -0.322 -2.488
C -1.750 0.195 -3.823
C -2.442 -1.765 -2.553
C -1.574 -2.644 -1.701
C -1.683 -4.028 -1.835
C -0.864 -4.871 -1.104
C 0.075 -4.326 -0.238
C 0.179 -2.949 -0.097
C -0.646 -2.089 -0.823
H -4.083 0.330 -2.543
H -2.963 1.464 -1.786
H -3.418 0.002 -0.919
H -2.625 0.153 -4.485
H -0.944 -0.394 -4.257
H -1.418 1.230 -3.746
H -2.401 -2.101 -3.592
H -3.488 -1.864 -2.250
H -2.407 -4.445 -2.528
H -0.950 -5.944 -1.216
H 0.726 -4.975 0.335
H 0.886 -2.537 0.610
C 0.279 -0.066 0.855
C 0.698 -0.032 1.994
C 1.177 -0.019 3.348
C 0.893 -1.082 4.210
C 1.362 -1.078 5.514
C 2.121 -0.014 5.983
C 2.408 1.048 5.136
C 1.941 1.046 3.832
H 0.302 -1.910 3.839
H 1.133 -1.909 6.168
H 2.486 -0.013 7.002
H 2.999 1.882 5.495
H 2.160 1.876 3.172

The LUMO energy comes out at 0.0167 hartree. The highest occupied orbital energy comes out at -7.566 eV. Its energy above the lowest of the compared OMol25 structures with the same formula, charge and spin is 0.0000 eV. The spin multiplicity is 1.

=====

Record 2
Molecular formula: C23H24N2OPd
Method: DFT, ωB97M-V/def2-TZVPD

Element x y z (Å)
Pd 1.620 0.729 -0.543
O -0.698 -0.030 1.642
C -1.717 0.011 0.653
C -1.095 -2.315 -0.140
C -1.416 -3.723 -0.410
C -0.473 -4.666 -0.448
C 0.925 -4.319 -0.195
C 1.274 -3.043 -0.077
N 0.317 -1.999 -0.262
H -0.561 0.863 1.975
H -1.413 0.626 -0.202
H -2.638 0.434 1.067
H -2.460 -3.976 -0.529
H -0.739 -5.698 -0.629
H 1.679 -5.087 -0.107
H 2.282 -2.682 0.055
C 3.785 0.968 1.335
N 3.671 1.272 -0.100
C 4.633 0.492 -0.878
C 3.819 2.734 -0.322
C 2.510 3.475 -0.242
C 2.513 4.867 -0.211
C 1.316 5.562 -0.232
C 0.117 4.857 -0.279
C 0.131 3.470 -0.298
C 1.323 2.739 -0.283
H 4.793 1.207 1.701
H 3.583 -0.088 1.509
H 3.053 1.555 1.885
H 5.661 0.674 -0.538
H 4.552 0.756 -1.930
H 4.407 -0.567 -0.773
H 4.258 2.878 -1.313
H 4.536 3.139 0.407
H 3.451 5.411 -0.174
H 1.316 6.644 -0.215
H -0.824 5.393 -0.306
H -0.818 2.942 -0.340
C 0.741 -0.856 -0.720
C -2.012 -1.397 0.186
C -3.462 -1.741 0.107
C -4.138 -2.197 1.236
C -5.486 -2.513 1.166
C -6.173 -2.374 -0.032
C -5.505 -1.923 -1.160
C -4.154 -1.609 -1.091
H -3.597 -2.315 2.166
H -6.000 -2.873 2.048
H -7.226 -2.620 -0.086
H -6.033 -1.819 -2.099
H -3.627 -1.268 -1.973

The LUMO energy (alpha / beta) comes out at -0.0012 / -0.0012 hartree. The highest occupied orbital energy (alpha / beta) comes out at -7.253 / -7.252 eV. Its energy above the lowest of the compared OMol25 structures with the same formula, charge and spin is 2.4490 eV. The spin multiplicity is 1.

=====

Record 3
Molecular formula: C23H24N2PSTc
Method: DFT, ωB97M-V/def2-TZVPD

Element x y z (Å)
Tc 0.615 0.377 -0.065
S -0.879 -2.447 -3.047
C -2.095 -2.319 -1.834
C -1.791 -1.432 -0.852
C -0.496 -0.876 -1.076
C 0.122 -1.360 -2.234
C 1.440 -0.864 -2.613
C 2.204 -1.210 -3.706
C 3.435 -0.589 -3.884
C 3.875 0.363 -2.971
C 3.067 0.671 -1.897
N 1.873 0.070 -1.724
H -3.000 -2.902 -1.937
H -2.456 -1.190 -0.036
H 1.846 -1.949 -4.412
H 4.050 -0.845 -4.737
H 4.826 0.863 -3.089
H 3.364 1.411 -1.163
N -0.161 2.141 -0.940
C -1.555 2.274 -0.467
C -2.578 1.751 -1.238
C -3.885 1.906 -0.795
C -4.145 2.576 0.393
C -3.104 3.110 1.143
C -1.792 2.958 0.715
H -0.143 2.059 -1.956
H 0.366 2.986 -0.716
H -2.371 1.256 -2.181
H -4.701 1.525 -1.394
H -5.167 2.712 0.723
H -3.313 3.672 2.044
H -0.978 3.422 1.264
C -1.316 0.574 3.264
P 0.234 0.551 2.355
C 1.538 1.249 3.392
C 0.681 -1.115 1.849
C 1.971 -1.309 1.293
C 2.350 -2.567 0.822
C 1.458 -3.623 0.910
C 0.180 -3.440 1.448
C -0.220 -2.197 1.894
H -2.180 0.511 2.605
H -1.358 1.515 3.814
H -1.314 -0.252 3.978
H 1.642 0.619 4.278
H 1.237 2.253 3.695
H 2.493 1.317 2.875
H 2.728 -0.527 1.362
H 3.351 -2.724 0.441
H 1.762 -4.609 0.581
H -0.497 -4.282 1.526
H -1.215 -2.066 2.300

The LUMO energy (alpha / beta) comes out at -0.3938 / -0.4355 hartree. The highest occupied orbital energy (alpha / beta) comes out at -17.775 / -17.904 eV. Its expectation value of S² is 3.805. The net charge is +3. Its energy above the lowest of the compared OMol25 structures with the same formula, charge and spin is 0.0000 eV. The spin multiplicity is 4.

=====

Record 4
Molecular formula: C23H24N4O2
Method: DFT, ωB97M-V/def2-TZVPD

Element x y z (Å)
C 3.344 4.909 -3.276
C 2.030 4.285 -2.807
N 1.674 3.151 -3.623
C 0.973 3.209 -4.794
C 0.908 1.931 -5.269
N 1.557 1.094 -4.422
C 2.016 1.847 -3.450
C 2.755 1.312 -2.269
N 1.838 0.888 -1.226
C 1.518 1.676 -0.177
O 2.062 2.748 0.028
C 0.491 1.103 0.741
C 0.642 1.362 2.109
C -0.228 0.855 3.053
C -1.267 0.080 2.575
O -2.245 -0.585 3.237
C -2.962 -1.200 2.260
C -4.082 -2.090 2.651
C -3.959 -3.461 1.975
C -2.771 -4.279 2.497
C -1.443 -3.670 2.140
C -0.626 -3.107 3.111
C 0.582 -2.522 2.770
C 0.992 -2.496 1.449
C 0.192 -3.069 0.474
C -1.012 -3.655 0.818
N -2.562 -0.964 1.058
C -1.459 -0.155 1.197
C -0.576 0.357 0.261
H 3.589 5.762 -2.650
H 3.262 5.242 -4.308
H 4.154 4.186 -3.212
H 2.112 3.967 -1.764
H 1.224 5.020 -2.881
H 0.585 4.131 -5.177
H 0.440 1.561 -6.158
H 3.345 0.450 -2.586
H 3.408 2.071 -1.833
H 1.313 0.046 -1.397
H 1.477 1.973 2.414
H -0.101 1.041 4.107
H -5.022 -1.627 2.342
H -4.082 -2.189 3.738
H -3.852 -3.303 0.902
H -4.879 -4.020 2.155
H -2.851 -4.378 3.582
H -2.831 -5.280 2.063
H -0.940 -3.117 4.146
H 1.202 -2.081 3.537
H 1.930 -2.031 1.182
H 0.509 -3.062 -0.559
H -1.630 -4.099 0.052
H -0.743 0.184 -0.790

The LUMO energy comes out at 0.0260 hartree. The highest occupied orbital energy comes out at -8.494 eV. Its energy above the lowest of the compared OMol25 structures with the same formula, charge and spin is 0.6034 eV. The spin multiplicity is 1. As for the SMILES: CCn1ccnc1CNC(=O)c1ccc2oc(CCCc3ccccc3)nc2c1.